The following is a quantum chemistry calculation of an isolated molecule of C3H6N2O3 at a distorted geometry, from the OMol25 dataset.

Last column: Löwdin charge in e.
Element x y z (Å)
C: 2.1374 -0.2991 0.0859  -0.080
C: -0.3443 1.4647 -0.1989  -0.316
C: -0.9004 -0.8328 0.5969  -0.093
H: 2.3841 0.7329 0.4218  0.107
H: 2.9438 -0.6645 -0.4651  0.069
H: 1.9715 -0.9671 0.9438  0.093
H: 0.2655 1.8019 -0.9950  0.134
H: -0.4236 -1.2699 1.4636  0.120
H: -3.2180 -0.5915 -1.1276  0.095
N: -0.0470 0.1615 0.0075  -0.101
N: -2.1126 -1.1170 0.2660  0.041
O: 1.0193 -0.3100 -0.7723  -0.107
O: -1.1670 2.0973 0.4132  0.065
O: -2.5089 -0.2064 -0.6399  -0.026

E ... -12326.5859 eV
Spin multiplicity ... 1
Relative energy (zero: lowest compared OMol25 entry of this formula, charge and spin) ... 544.4 kJ/mol
E_HOMO ... -9.828 eV
Frontier orbital gap ... 10.628 eV

The following is a quantum chemistry calculation of a structure of composition C3H6N2O3 at a distorted geometry, from the OMol25 dataset.

Last column: Löwdin charge in e.
Element x y z (Å)
C: 2.1433 2.4394 0.2025  -0.044
C: 1.3988 1.3411 -0.4855  -0.652
C: -0.9844 -0.8291 0.5964  -0.281
H: 3.1286 2.4723 -0.5350  0.137
H: 2.1583 2.1383 1.5147  0.175
H: 1.2802 3.2959 -0.0454  0.142
H: -2.2383 -0.2353 1.0894  0.284
H: -0.8484 -2.8632 0.0611  0.210
H: -3.0399 -2.3068 -0.7367  0.216
N: 0.2635 -0.6786 0.1996  0.142
N: -1.3744 -2.0279 0.5337  -0.139
O: 1.5134 1.1430 -1.6532  0.091
O: 0.2653 0.9325 0.2374  -0.144
O: -2.7800 -2.2335 0.3706  -0.137

E ... -12322.2717 eV
Spin multiplicity ... 1
Relative energy (zero: lowest compared OMol25 entry of this formula, charge and spin) ... 960.6 kJ/mol
E_HOMO ... -8.956 eV
Frontier orbital gap ... 9.141 eV

The following is a quantum chemistry calculation of a cluster of 2 separate species, C3H6N2O4 in total at a distorted geometry, from the OMol25 dataset.

Last column: Löwdin charge in e.
Element x y z (Å)
C: 0.5339 1.4296 0.4883  -0.030
C: -0.4273 1.5351 -0.4653  -0.294
C: 0.4943 -1.5014 -1.1873  -0.219
N: -0.3283 -1.6668 1.0632  -0.034
N: -0.2210 -2.2158 -0.1750  -0.140
O: -1.0820 -2.1818 1.9078  0.002
O: -0.7140 -3.4836 -0.4595  0.077
O: -1.7435 1.0820 -0.4676  -0.039
O: 0.7711 -1.9916 -2.2472  0.102
H: 1.5685 1.7325 0.4521  0.052
H: 0.4894 0.7276 1.3713  0.066
H: -0.3347 2.1625 -1.3991  0.132
H: 0.5475 -0.5347 -0.5769  0.104
H: -1.7051 0.3617 0.2751  0.128
H: -0.3717 -3.6714 -1.3322  0.095

E ... -14372.4264 eV
Spin multiplicity ... 1
Relative energy (zero: lowest compared OMol25 entry of this formula, charge and spin) ... 733.2 kJ/mol
E_HOMO ... -9.621 eV
Frontier orbital gap ... 8.859 eV

The following is a quantum chemistry calculation of a cluster of 2 separate species, C3H6N2O7 in total at a distorted geometry, from the OMol25 dataset.

Last column: Löwdin charge in e.
Element x y z (Å)
C: 0.6860 1.6566 -0.5378  -0.237
C: -0.3869 0.7118 -0.9785  -0.182
C: 0.0446 -1.1416 0.5690  -0.315
N: -0.7326 -1.7259 -0.3847  -0.306
N: -0.4977 -0.4962 1.7664  -0.320
O: -2.0582 -1.7923 -0.2246  0.078
O: -0.2182 -2.4205 -1.2242  0.089
O: -1.6979 -0.4066 1.8666  0.104
O: 0.3166 -0.1739 2.5973  0.094
O: 1.9038 1.1678 -0.9378  -0.059
O: -1.4962 0.7798 -0.4396  -0.006
O: 1.3105 -1.2831 0.4763  0.161
H: 0.3852 2.5031 -1.0980  0.130
H: 0.6523 1.8472 0.4977  0.121
H: -0.2633 0.2122 -1.9221  0.148
H: 2.6355 1.9015 -0.8581  0.171
H: -2.3336 -0.7434 -0.2105  0.176
H: 1.7500 -0.5966 1.0428  0.155

E ... -20511.9688 eV
Spin multiplicity ... 1
Relative energy (zero: lowest compared OMol25 entry of this formula, charge and spin) ... 135.5 kJ/mol
E_HOMO (spin up / spin down) ... -8.853 / -8.857 eV
Frontier orbital gap (spin up / spin down) ... 8.002 / 8.004 eV

The following is a quantum chemistry calculation of an isolated molecule of C3H6N2OS at a distorted geometry, from the OMol25 dataset.

Last column: Löwdin charge in e.
Element x y z (Å)
C: -1.9647 -0.3351 -0.2678  -0.740
C: -0.7120 -0.9446 0.3960  -0.184
C: 2.2800 0.5727 -0.5789  -0.035
H: -1.0490 1.9096 0.2530  -0.168
H: -0.4331 -1.7713 -0.2810  0.127
H: -1.0022 -1.3696 1.3506  0.127
H: 0.9947 -0.2679 1.2916  0.134
H: 2.8177 0.8079 0.3411  0.068
H: 2.7722 0.6428 -1.5451  0.060
N: 0.3502 0.0198 0.5325  -0.143
N: 1.0407 0.2158 -0.6287  -0.056
O: -2.8347 -0.9385 -0.7991  0.019
S: -2.2596 1.4585 -0.0639  0.790

E ... -19069.5279 eV
Spin multiplicity ... 1
Relative energy (zero: lowest compared OMol25 entry of this formula, charge and spin) ... 254.6 kJ/mol
E_HOMO ... -9.442 eV
Frontier orbital gap ... 10.132 eV

The following is a quantum chemistry calculation of a structure of composition C3H6N2OS at a distorted geometry, from the OMol25 dataset.

Last column: Löwdin charge in e.
Element x y z (Å)
C: -0.6202 1.7139 0.4307  -0.020
C: -0.1586 0.3017 0.2017  -0.367
C: -0.8129 -0.5159 -0.9109  -0.891
H: -0.1168 1.9999 1.2463  0.022
H: -0.0686 2.4173 -0.3825  0.138
H: -1.6531 1.7506 0.4647  0.056
H: 1.2565 -2.2241 0.2196  0.103
H: 1.5700 -1.6388 1.8960  0.095
H: 1.0236 0.2098 -2.1990  0.124
N: 0.5519 -0.3598 1.0540  -0.034
N: 0.9159 -1.6542 1.0933  -0.018
O: -1.9887 -0.6644 -0.9858  0.024
S: 0.1010 -1.3361 -2.1280  0.766

E ... -19067.2849 eV
Spin multiplicity ... 1
Relative energy (zero: lowest compared OMol25 entry of this formula, charge and spin) ... 471.0 kJ/mol
E_HOMO ... -8.997 eV
Frontier orbital gap ... 8.227 eV

The following is a quantum chemistry calculation of an isolated molecule of C3H6N2OS at a distorted geometry, from the OMol25 dataset.

Last column: Löwdin charge in e.
Element x y z (Å)
C: -1.0047 1.5298 0.2626  -0.046
C: -0.8645 -1.0052 -0.2066  -0.679
C: 1.1001 0.3476 -0.3996  -0.201
H: -0.2619 2.3520 -0.0422  0.098
H: -1.1381 1.3013 1.3957  0.118
H: -2.0631 1.5296 -0.1622  0.066
H: -0.1893 -1.7848 -0.3107  0.020
H: 1.3687 1.3317 -0.6784  0.111
H: 2.2709 -2.3276 0.0752  0.110
N: -0.2560 0.2324 -0.0146  -0.194
N: 1.9713 -0.5097 -0.2172  0.042
O: 1.5248 -1.7737 0.3949  -0.101
S: -2.4582 -1.2235 -0.0970  0.658

E ... -19068.0669 eV
Spin multiplicity ... 1
Relative energy (zero: lowest compared OMol25 entry of this formula, charge and spin) ... 395.6 kJ/mol
E_HOMO ... -8.556 eV
Frontier orbital gap ... 9.025 eV

The following is a quantum chemistry calculation of an isolated molecule of C3H6N2OS at a distorted geometry, from the OMol25 dataset.

Last column: Löwdin charge in e.
Element x y z (Å)
C: 0.8589 0.1646 -0.0777  -0.744
C: -1.6299 -0.4772 -0.0427  -0.254
C: -2.3843 0.6671 0.0151  -0.023
H: 3.0660 1.0652 -0.0769  0.055
H: 1.9783 -1.1464 0.9596  0.187
H: -0.1401 -1.7003 -0.0815  0.118
H: -2.2684 -1.3460 -0.2780  0.109
H: -3.5185 0.6825 -0.2088  0.077
H: -1.8360 1.6710 0.0620  0.005
N: 2.0840 -0.7252 -0.1057  -0.082
N: -0.2843 -0.7193 -0.0518  -0.018
O: 3.2877 0.0587 -0.0789  -0.161
S: 0.7867 1.8053 -0.0347  0.733

E ... -19067.8548 eV
Spin multiplicity ... 1
Relative energy (zero: lowest compared OMol25 entry of this formula, charge and spin) ... 416.0 kJ/mol
E_HOMO ... -8.864 eV
Frontier orbital gap ... 8.849 eV

The following is a quantum chemistry calculation of an isolated molecule of C3H6N2OS at a distorted geometry, from the OMol25 dataset.

Last column: Löwdin charge in e.
Element x y z (Å)
C: -0.5870 0.8241 -0.9421  -0.261
C: 0.8926 0.2838 -1.0868  -0.447
C: 0.0386 -1.1078 1.5199  -0.289
H: -1.1922 0.7810 -1.8364  0.113
H: -0.5461 1.9187 -0.6415  0.129
H: 1.5168 0.8792 -0.4583  0.056
H: 1.2373 0.4145 -2.1461  0.082
H: -0.1110 -1.4365 2.5346  0.112
H: -1.0984 0.5924 1.9445  0.156
N: 0.7254 -1.8541 0.7543  -0.327
N: -0.6298 0.0626 1.1872  -0.043
O: -1.3223 0.1367 0.0083  -0.140
S: 1.0761 -1.4945 -0.8377  0.859

E ... -19068.4076 eV
Spin multiplicity ... 1
Relative energy (zero: lowest compared OMol25 entry of this formula, charge and spin) ... 362.7 kJ/mol
E_HOMO ... -7.957 eV
Frontier orbital gap ... 8.773 eV

Among the records above, which one has the lowest relative energy (zero: lowest compared OMol25 entry of this formula, charge and spin)?
C3H6N2O7